(P)
This record from the Open Molecules 2025 dataset describes 2 unconnected molecules or ions with the total composition C3H11ClN2Si. The level of theory is ωB97M-V/def2-TZVPD.

Calculated values
frontier orbital gap (spin up / spin down)	0.3239 / 0.2385	Eh
HOMO (spin up / spin down)	-9.3 / -7.1	eV

Atoms and positions in Å:
Cl 0.13175 2.24130 1.79554
Si -0.06872 0.75725 0.50687
N 1.01210 -1.76602 3.20470
N 0.97324 0.76923 -0.87052
C 2.33636 0.37012 -0.85740
C -1.84472 0.60918 -0.28890
C -1.91508 -0.53997 -1.31375
H -2.72706 0.39549 0.46732
H -1.83761 -0.05977 -2.24881
H 0.85923 -2.27574 4.07352
H -1.03077 -1.25938 -1.24093
H 2.94670 1.24921 -0.69769
H 0.20741 -1.10806 3.03981
H -2.06971 1.54135 -0.72307
H 2.52253 -0.18250 0.04461
H 0.66146 0.64315 -1.81622
H 2.62311 -0.28520 -1.72030
H -2.78021 -1.09965 -1.35477

(Q)
This record from the Open Molecules 2025 dataset describes 2 unconnected molecules or ions with the total composition C3H11ClN2Si. The level of theory is ωB97M-V/def2-TZVPD.

Calculated values
structure (SMILES)	C[Si](C)(C)Cl.[H]/N=N\[H]
frontier orbital gap	0.3529	Eh
HOMO	-9.0	eV

Atoms and positions in Å:
Cl -0.93586 -1.65444 -0.77109
Si 0.62730 -0.19813 -0.23881
N -3.91758 0.02229 1.40852
N -3.12179 0.45302 0.60212
C -0.10271 1.28252 0.63933
C 2.14635 -1.12173 0.66317
C 1.15190 0.22030 -2.07820
H -3.64424 -0.85384 1.77909
H -0.80172 1.77971 -0.12527
H -2.42090 -0.17177 0.30678
H 3.19187 -0.82498 0.59891
H 1.86516 -0.97413 1.67434
H 0.65436 1.98089 0.60055
H 1.65800 1.25506 -2.13540
H 1.79144 -0.57492 -2.45020
H 2.04717 -2.13967 0.55087
H -0.42693 1.30664 1.67128
H 0.23818 0.21318 -2.69600

Verdict on stability: (Q) comes out on top.

(P)
This record from the Open Molecules 2025 dataset describes a molecular structure, C33H35N3O7RbSTe. The level of theory is ωB97M-V/def2-TZVPD.

Calculated values
total charge	-1
frontier orbital gap	0.2513	Eh
HOMO	-4.9	eV

Atoms and positions in Å:
Te -0.61641 -2.18815 -1.70400
Rb 0.36647 0.61967 1.23386
S 1.63707 3.51103 -0.12472
O 2.51372 -0.99360 0.14755
O -2.08046 2.38591 4.16738
O -1.67611 0.91755 -0.53509
O -1.67327 -1.39616 1.60016
O -2.41125 2.67407 0.64811
O -0.28989 1.11216 3.68305
O 2.62738 2.50200 0.38407
N 3.70219 -0.03636 -1.53314
N 1.35140 0.18435 -1.39696
N 0.13593 1.49446 -2.76411
C -3.21128 -2.01137 3.18593
C -2.48167 0.37241 2.97349
C 3.69459 0.78754 -2.60586
C -1.12740 5.32922 2.14176
C 3.67102 -3.28072 -3.82364
C 0.48387 4.36765 3.63194
C -2.99061 0.50949 1.47175
C -1.57724 -4.08567 -1.81296
C 1.47385 -2.30769 -3.93692
C 2.70533 -2.57236 -4.52578
C -0.69865 5.07845 3.44045
C -2.91525 -6.53542 -1.78892
C -0.41035 4.86547 1.05296
C 3.40452 -3.71800 -2.53235
C -2.14239 -4.59127 -2.97999
C 2.49090 -0.31600 -0.87467
C -1.55583 5.44112 4.61705
C 2.56189 1.34964 -3.08967
C -2.92871 -0.96121 1.05032
C 1.20108 -2.74070 -2.64077
C -2.29316 1.46102 0.43937
C -3.94334 -1.81739 1.83262
C 1.34235 1.01743 -2.41277
C 2.17911 -3.44290 -1.93971
C -1.51638 1.40897 3.65121
C 0.77691 4.18522 1.27199
C -1.99757 -1.09969 2.97708
C 1.23203 3.92485 2.55673
C 2.63290 4.97419 -0.52139
C -2.36860 -6.03289 -0.61683
C -2.80079 -5.81334 -2.96999
C 4.92149 -0.56567 -0.95511
C -1.69941 -4.81355 -0.62889
H -1.27945 -4.40826 0.28380
H 4.15984 -4.26741 -1.98278
H 5.74501 -0.38540 -1.64439
H 4.63009 -3.49220 -4.28135
H -3.80946 -1.72245 4.05028
H -2.07861 5.82170 1.98146
H 4.65995 0.97880 -3.05743
H -2.23793 6.25853 4.37916
H -0.62266 1.35672 -2.07213
H 3.24985 4.69662 -1.37594
H 5.12143 -0.08689 0.00319
H -4.90324 -1.30959 1.93870
H -2.92830 -1.09403 -0.02804
H -2.46182 -6.58658 0.30950
H 1.97705 5.80729 -0.76736
H 0.78237 4.09974 4.63724
H -4.11520 -2.76867 1.32749
H -4.01990 0.87162 1.49874
H 2.11519 3.31663 2.70533
H -2.88982 -3.04656 3.31478
H -2.13034 4.54968 4.87995
H -0.94860 5.72581 5.47813
H 1.98735 -3.74869 -0.91946
H 0.08074 2.26888 -3.40060
H -2.06813 -4.02375 -3.89969
H -0.80952 4.96439 0.05113
H -3.43596 -7.48519 -1.78265
H 4.80741 -1.63414 -0.78649
H -3.23497 -6.20115 -3.88382
H 2.90925 -2.22553 -5.53173
H 0.72065 -1.74851 -4.47836
H 2.58534 2.00321 -3.94906
H -1.13159 -1.28376 3.60626
H -3.37078 0.44456 3.60088
H 3.24477 5.20082 0.35065

(Q)
This record from the Open Molecules 2025 dataset describes a molecular structure, C33H35N3O7RbSTe. The level of theory is ωB97M-V/def2-TZVPD.

Calculated values
total charge	-1
frontier orbital gap	0.2412	Eh
HOMO	-4.7	eV

Atoms and positions in Å:
Te -0.38983 4.30929 1.84841
Rb 0.54137 -1.23171 -0.13351
S 0.26926 -4.67973 -0.29817
O -2.84472 -2.98030 -1.05197
O 1.65194 -0.21582 -2.46797
O 1.06972 1.80083 -1.67301
O 1.85987 2.90450 1.61754
O 3.41809 -1.04819 0.09761
O 0.92597 0.89347 1.32409
O 0.31653 -3.98324 1.01651
N -2.36219 -0.90884 -0.23138
N -4.34547 -1.33586 -1.45903
N -1.90510 1.21623 0.51042
C -0.75038 -8.58279 -0.67495
C -5.14923 -2.28243 -2.20883
C 1.33198 6.65300 0.92288
C -3.91727 0.86605 -0.73143
C 5.26598 0.01972 0.95897
C 2.00220 5.60806 -1.55457
C -3.13588 -1.80151 -0.89663
C -2.88654 5.93833 2.65266
C 2.46324 6.86595 -1.18740
C -1.97623 5.75334 1.61348
C 2.13005 7.38720 0.05505
C 1.99221 -4.94679 -0.75750
C -0.47770 -8.12603 1.65934
C 3.73945 -0.03827 1.07523
C -3.23773 7.35297 0.30513
C -0.43474 -7.26886 -0.97578
C 1.19668 4.87274 -0.69328
C 5.43926 -0.12476 -0.57360
C -0.15272 -6.80727 1.37206
C -3.96376 6.80599 2.52136
C -4.68907 -0.02547 -1.37413
C 1.85264 1.73315 1.17816
C 1.84282 0.83460 -1.79922
C 3.16167 1.27679 0.49559
C 3.98894 -0.35282 -1.03388
C -4.14312 7.52098 1.34537
C -0.12185 -6.39343 0.05354
C -0.77731 -9.02898 0.64575
C -1.15645 -10.45054 0.96139
C 0.85475 5.40330 0.54578
C -2.69648 0.36833 -0.14784
C -2.17134 6.47419 0.43650
C 3.19684 0.95265 -1.03788
H -0.99348 -9.27185 -1.47578
H -5.20723 -3.21937 -1.66117
H 0.06303 -6.08665 2.15110
H 6.06857 -0.97962 -0.82351
H 2.49714 8.36185 0.35502
H 3.84527 -0.93725 -1.93677
H -3.36452 7.90742 -0.61762
H -4.70316 -2.48898 -3.18289
H -4.97625 8.20548 1.24092
H 5.87235 0.76280 -1.03666
H -0.93227 -10.69643 1.99880
H -0.50498 -8.45595 2.69145
H 2.03533 -5.59933 -1.62915
H -4.18993 1.90761 -0.66096
H -0.62099 -11.15323 0.32154
H -0.44277 -6.92370 -2.00347
H -5.61983 0.25026 -1.85305
H 5.72303 -0.81685 1.48955
H -2.22481 -10.61247 0.80370
H -4.65731 6.93059 3.34512
H 2.27436 5.18366 -2.51355
H -2.03265 2.20777 0.37928
H 2.41464 -3.97114 -0.99834
H 2.51248 -5.38741 0.09193
H 1.07666 7.05623 1.89586
H -0.95832 0.97603 0.81316
H 3.86291 2.08710 0.69242
H 3.74017 1.75331 -1.54609
H -6.14710 -1.86875 -2.34534
H -1.47590 6.35440 -0.38781
H 3.33572 -0.32871 2.04226
H 0.88919 3.86982 -0.97181
H 5.67480 0.94754 1.35799
H -2.75064 5.40294 3.58725
H 3.09018 7.43488 -1.86423

Verdict on stability: (Q) comes out on top.